No. 1
{
  "formula": "C11H8ClF3LuN2O3S",
  "method": "the ωB97M-V functional and the def2-TZVPD basis",
  "species": ["C", "S", "O", "O", "C", "C", "C", "C", "N", "C", "C", "O", "C", "F", "F", "F", "C", "Cl", "N", "C", "C", "H", "H", "H", "H", "H", "H", "H", "H", "Lu"],
  "positions_angstrom": [[4.919, -1.461, -0.020], [4.473, 0.319, -0.174], [4.952, 0.981, 1.036], [4.970, 0.929, -1.385], [2.622, 0.400, -0.056], [2.088, 0.307, 1.312], [0.644, 0.394, 1.490], [-0.297, 0.536, 0.292], [-1.683, 0.575, 0.533], [-2.431, 0.659, -0.581], [-3.991, 0.675, -0.384], [-4.284, -0.016, 0.845], [-4.645, -1.333, 0.621], [-5.893, -1.491, 0.170], [-4.540, -1.960, 1.833], [-3.780, -1.985, -0.219], [-1.802, 0.701, -1.930], [-2.914, 0.784, -3.310], [-0.494, 0.695, -2.224], [0.229, 0.600, -1.050], [1.728, 0.531, -1.189], [4.142, -2.103, -0.505], [5.936, -1.588, -0.469], [4.944, -1.673, 1.082], [2.777, 0.179, 2.174], [0.176, 0.332, 2.534], [-4.549, 0.296, -1.270], [-4.271, 1.750, -0.200], [2.156, 0.582, -2.224], [-1.182, 1.387, 3.268]],
  "lowdin_charge": [-0.0923, 0.6728, -0.3047, -0.2542, -0.1718, 0.0362, -0.1009, -0.1859, 0.0758, -0.1500, -0.0907, -0.0067, -0.6314, 0.2195, 0.1472, 0.1538, -0.5152, 0.8311, 0.1854, -0.1486, 0.1649, 0.0839, 0.1063, 0.0876, 0.1452, -0.0728, 0.1323, 0.1694, 0.1680, 2.3457],
  "e_lumo_ev": -15.7266,
  "e_homo_ev": -18.9083,
  "charge": 3,
  "gap_ev": 3.182,
  "fmax_ev_per_a": 3.95,
  "e_above_lowest_ev": 2.716
}

=====

No. 2
{
  "formula": "C11H8N2",
  "method": "the ωB97M-V functional and the def2-TZVPD basis",
  "species": ["C", "C", "C", "C", "C", "C", "C", "C", "C", "C", "C", "N", "N", "H", "H", "H", "H", "H", "H", "H", "H"],
  "positions_angstrom": [[-2.838, 1.377, -0.090], [-3.605, 0.210, 0.052], [-1.470, 1.278, -0.115], [-3.032, -1.018, 0.104], [-0.819, 0.047, -0.044], [-1.599, -1.196, 0.026], [1.667, 0.761, -0.010], [0.588, -0.109, -0.059], [2.866, -0.017, -0.006], [1.142, -1.427, -0.111], [4.163, 0.328, 0.106], [-1.109, -2.361, 0.045], [2.444, -1.370, -0.091], [-3.328, 2.332, -0.188], [-4.680, 0.294, 0.119], [-0.870, 2.172, -0.196], [-3.625, -1.911, 0.205], [1.642, 1.831, 0.051], [4.938, -0.419, 0.134], [4.451, 1.357, 0.188], [3.074, -2.158, -0.118]],
  "lowdin_charge": [-0.1069, -0.1029, -0.0489, -0.0444, -0.1483, -0.3898, 0.0387, -0.1890, -0.3303, 0.0595, 0.1300, 0.2464, 0.0799, 0.0930, 0.1042, 0.1095, 0.1011, 0.1124, 0.0648, 0.0667, 0.1544],
  "e_lumo_ev": [-1.1531, -1.2008],
  "e_homo_ev": [-6.9291, -6.9264],
  "gap_ev": [5.776, 5.726],
  "fmax_ev_per_a": 2.75,
  "e_above_lowest_ev": 5.847
}

=====

No. 3
{
  "formula": "C11H8N2",
  "method": "the ωB97M-V functional and the def2-TZVPD basis",
  "species": ["C", "C", "C", "C", "C", "C", "C", "N", "C", "N", "C", "C", "C", "H", "H", "H", "H", "H", "H", "H", "H"],
  "positions_angstrom": [[-0.830, 2.733, 0.114], [-1.056, 1.473, -0.679], [-0.487, 0.344, -0.204], [-0.417, -0.849, -1.003], [0.457, -1.794, -0.796], [1.554, -1.623, 0.210], [1.534, -0.571, 1.044], [2.555, -0.337, 2.070], [2.643, 0.888, 2.590], [1.940, 1.945, 2.064], [0.911, 1.713, 1.347], [0.157, 2.860, 1.086], [0.338, 0.395, 1.064], [-1.671, 3.485, 0.086], [-1.711, 1.345, -1.535], [-1.096, -1.100, -1.810], [0.403, -2.684, -1.452], [2.480, -2.165, 0.148], [3.331, 1.078, 3.372], [0.426, 3.832, 1.513], [-0.347, 0.144, 1.885]],
  "lowdin_charge": [-0.0134, -0.0115, -0.1791, -0.0920, -0.0717, -0.0057, -0.2040, 0.1057, -0.1556, 0.1172, -0.3025, -0.0307, -0.1193, 0.1152, 0.1099, 0.1166, 0.1148, 0.1015, 0.0931, 0.1210, 0.1907],
  "e_lumo_ev": -1.1701,
  "smiles": "C1=CC2=CC=CC3=NC=NC(=C1)[C@@H]23",
  "e_homo_ev": -7.6799,
  "gap_ev": 6.510,
  "fmax_ev_per_a": 5.20,
  "e_above_lowest_ev": 2.909
}

=====

No. 4
{
  "formula": "C11H8O2",
  "method": "the ωB97M-V functional and the def2-TZVPD basis",
  "species": ["C", "C", "C", "C", "C", "C", "C", "C", "C", "C", "C", "H", "H", "H", "H", "H", "H", "H", "H", "O", "O"],
  "positions_angstrom": [[-1.688, 0.642, 0.635], [-1.026, -0.441, 1.163], [0.158, -0.795, 0.595], [0.938, -1.951, 1.099], [2.170, -2.241, 0.705], [2.711, -1.506, -0.338], [1.921, -0.528, -1.104], [0.518, -0.252, -0.649], [-0.134, 0.984, -1.153], [-1.263, 1.471, -0.528], [-2.219, 2.379, -1.165], [-2.806, 2.274, 1.412], [-1.542, -0.756, 2.046], [0.842, -2.436, 2.084], [2.716, -3.032, 1.193], [3.887, -1.687, -0.634], [2.219, 0.062, -1.924], [0.317, 1.383, -1.950], [-3.174, 2.434, -0.678], [-2.849, 0.946, 1.272], [-1.698, 3.049, -2.080]],
  "lowdin_charge": [-0.3086, 0.0100, -0.1678, -0.0340, -0.1613, -0.0832, 0.0225, -0.1067, 0.0731, -0.1161, -0.1705, 0.3148, 0.1291, 0.1196, 0.1066, 0.1454, 0.0764, 0.0767, 0.1063, -0.0591, 0.0268],
  "e_lumo_ev": -0.9099,
  "e_homo_ev": -8.1339,
  "gap_ev": 7.224,
  "fmax_ev_per_a": 6.56,
  "e_above_lowest_ev": 4.642
}

=====

No. 5
{
  "formula": "C11H9N",
  "method": "the ωB97M-V functional and the def2-TZVPD basis",
  "species": ["C", "C", "C", "C", "C", "C", "C", "C", "C", "C", "N", "C", "H", "H", "H", "H", "H", "H", "H", "H", "H"],
  "positions_angstrom": [[-0.612, 1.403, -1.358], [-0.573, -0.054, -0.967], [0.360, -0.968, -1.412], [1.808, -0.635, -1.225], [1.836, -0.142, -0.010], [1.391, -0.051, 1.220], [0.588, 1.076, 1.637], [-0.723, 1.002, 1.654], [-1.382, -0.243, 1.248], [-1.423, -0.758, 0.006], [-1.318, -2.078, -0.238], [-0.278, -2.253, -0.954], [0.393, 1.919, -1.278], [-1.323, 1.849, -0.828], [-0.660, 1.589, -2.435], [2.478, -0.660, -2.040], [1.562, -0.657, 2.041], [0.892, 2.074, 2.042], [-1.204, 1.925, 2.025], [-1.813, -1.003, 1.924], [0.001, -3.337, -1.050]],
  "lowdin_charge": [-0.0126, -0.1777, -0.1358, -0.0153, 0.0177, -0.0824, -0.1228, -0.1175, 0.0048, -0.2793, 0.0879, -0.0839, 0.1090, 0.0246, 0.0903, 0.0852, 0.1040, 0.1275, 0.1187, 0.1292, 0.1283],
  "e_lumo_ev": -0.0418,
  "smiles": "CC1=C2C=C=C/C=C\\C=C/1N=C2",
  "e_homo_ev": -8.4346,
  "gap_ev": 8.393,
  "fmax_ev_per_a": 5.23,
  "e_above_lowest_ev": 5.837
}

=====

No. 6
{
  "formula": "C11H9N3S2",
  "method": "the ωB97M-V functional and the def2-TZVPD basis",
  "species": ["C", "C", "C", "C", "N", "C", "S", "C", "C", "C", "S", "C", "N", "N", "C", "C", "H", "H", "H", "H", "H", "H", "H", "H", "H"],
  "positions_angstrom": [[-4.221, -0.637, -0.367], [-3.445, -1.728, 0.027], [-2.080, -1.618, 0.208], [-1.516, -0.376, -0.024], [-0.228, 0.090, 0.060], [-0.288, 1.412, -0.279], [1.120, 2.440, -0.348], [2.213, 1.638, 0.914], [3.008, 0.519, 0.348], [4.274, 0.607, -0.152], [4.807, -0.918, -0.731], [3.279, -1.572, -0.264], [2.469, -0.730, 0.269], [-1.483, 1.835, -0.568], [-2.294, 0.739, -0.424], [-3.667, 0.605, -0.597], [-5.285, -0.774, -0.493], [-3.925, -2.681, 0.194], [-1.478, -2.461, 0.513], [0.616, -0.443, 0.256], [1.577, 1.301, 1.730], [2.866, 2.440, 1.252], [4.906, 1.469, -0.208], [3.043, -2.607, -0.416], [-4.264, 1.450, -0.900]],
  "lowdin_charge": [-0.1060, -0.1070, -0.0302, -0.1982, 0.1212, -0.6795, 0.9762, -0.3863, -0.4705, -0.3531, 1.0242, -0.4400, -0.0077, 0.1042, -0.2433, -0.0215, 0.0958, 0.0960, 0.1049, 0.0961, 0.0891, 0.0773, 0.0745, 0.0758, 0.1080],
  "e_lumo_ev": 0.4441,
  "smiles": "c1ccc2[nH]c(SCc3cscn3)nc2c1",
  "e_homo_ev": -7.9095,
  "gap_ev": 8.354,
  "fmax_ev_per_a": 0.88
}

=====

Question: Which formula does entry 6 have?
Answer: C11H9N3S2